Below is an isolated molecule of C4H6OS, with properties calculated with ωB97M-V/def2-TZVPD.

**F_max**: 4.453 eV/Å
**Molar mass**: 102.2 g mol⁻¹
**HOMO energy**: -0.3333 Eh
**DFT total energy**: -629.3330 Eh
**ΔE to the lowest compared entry with this formula, charge and spin**: 3.1060 eV

XYZ file:
```
12
C4H6OS | the Open Molecules 2025 dataset | ωB97M-V/def2-TZVPD
C -0.795 0.655 0.082
C -0.728 -0.624 -0.194
C -0.201 1.846 0.601
C -0.022 -1.911 0.028
O -3.535 -0.194 0.273
S -2.393 0.040 -0.692
H -0.008 2.707 -0.138
H 0.653 1.703 1.160
H -0.921 2.257 1.431
H -0.860 -2.703 -0.025
H 0.423 -1.815 0.944
H 0.760 -2.081 -0.676
```